C28H78O16 | ωB97M-V/def2-TZVPD

Summary:
- relative energy (zero: lowest compared OMol25 entry of this formula, charge and spin) (kJ/mol) = 144.6
- calculated total energy (a.u.) = -2317.3157
- SMILES string = CC(C)O.CC(C)O.CC(C)O.CC(C)O.CC(C)O.CC(C)O.OCCO.OCCO.OCCO.OCCO.OCCO
- Kohn-Sham gap (eV) = 9.90
- HOMO (eV) = -9.45

Element x y z (Å)
C: 1.24 4.09 -2.30
C: 0.59 3.82 -3.71
C: 0.38 2.30 -3.99
O: -0.64 4.54 -3.83
H: 1.22 5.19 -2.24
H: 2.22 3.67 -2.25
H: 0.60 3.79 -1.45
H: 1.15 4.30 -4.50
H: 1.34 1.74 -3.92
H: -0.05 2.18 -5.00
H: -0.40 1.90 -3.32
H: -1.22 4.35 -3.08
C: -3.43 -2.61 0.69
C: -4.89 -2.27 0.93
C: -5.94 -3.20 0.22
O: -5.09 -2.34 2.36
H: -3.03 -2.26 -0.24
H: -3.27 -3.70 0.77
H: -2.85 -2.17 1.46
H: -5.11 -1.25 0.56
H: -5.85 -4.21 0.63
H: -5.77 -3.25 -0.87
H: -6.98 -2.90 0.43
H: -5.96 -1.96 2.46
C: 2.84 1.30 5.06
C: 1.96 0.26 4.35
C: 2.89 -0.65 3.56
O: 1.12 -0.54 5.18
H: 2.26 1.98 5.65
H: 3.41 1.90 4.33
H: 3.48 0.86 5.81
H: 1.43 0.90 3.65
H: 3.48 -0.08 2.89
H: 2.35 -1.39 2.96
H: 3.50 -1.16 4.27
H: 0.40 0.03 5.55
C: 4.94 1.16 0.30
C: 4.55 1.81 -1.03
C: 5.86 2.32 -1.73
O: 3.86 0.97 -1.88
H: 5.52 1.79 0.97
H: 5.50 0.22 0.06
H: 4.06 0.83 0.82
H: 3.92 2.68 -0.74
H: 6.42 2.86 -0.98
H: 5.60 3.00 -2.54
H: 6.33 1.44 -2.19
H: 3.00 0.71 -1.53
C: -3.56 1.24 4.52
C: -2.35 0.42 4.75
C: -1.88 -0.35 3.59
O: -1.23 1.25 5.27
H: -4.47 0.59 4.66
H: -3.56 1.68 3.48
H: -3.65 2.03 5.28
H: -2.55 -0.22 5.60
H: -1.13 -1.01 3.97
H: -1.46 0.31 2.81
H: -2.68 -1.01 3.20
H: -1.52 1.81 5.98
C: -1.18 0.23 -0.15
C: 0.21 -0.28 0.08
C: 0.32 -1.79 0.05
O: 1.15 0.36 -0.85
H: -1.65 -0.14 -1.05
H: -1.26 1.29 -0.10
H: -1.85 -0.13 0.61
H: 0.58 0.11 1.05
H: -0.51 -2.20 0.56
H: 1.27 -2.18 0.42
H: 0.35 -2.21 -0.98
H: 0.86 0.00 -1.68
O: -2.24 4.23 -1.17
C: -3.27 5.02 -0.54
C: -2.73 6.41 -0.26
O: -1.42 6.28 0.44
H: -1.66 4.01 -0.42
H: -4.15 4.98 -1.22
H: -3.58 4.65 0.43
H: -3.48 6.93 0.32
H: -2.54 7.01 -1.19
H: -0.79 6.69 -0.17
O: -2.30 -2.96 -2.70
C: -1.80 -4.24 -2.44
C: -1.93 -5.19 -3.59
O: -1.35 -4.56 -4.74
H: -2.75 -3.05 -3.52
H: -0.81 -4.15 -2.01
H: -2.48 -4.56 -1.61
H: -3.01 -5.33 -3.83
H: -1.42 -6.10 -3.27
H: -1.37 -5.27 -5.39
O: 0.59 -6.10 -1.75
C: 1.70 -5.58 -1.04
C: 1.37 -5.39 0.42
O: 0.67 -6.51 0.96
H: 0.34 -6.94 -1.34
H: 2.56 -6.27 -1.14
H: 1.90 -4.64 -1.51
H: 0.69 -4.55 0.45
H: 2.23 -5.13 1.00
H: 1.33 -7.04 1.39
O: 2.98 -2.30 -4.51
C: 2.17 -1.49 -3.62
C: 0.72 -1.71 -4.07
O: -0.21 -1.15 -3.10
H: 3.44 -1.62 -4.99
H: 2.27 -1.97 -2.65
H: 2.51 -0.44 -3.54
H: 0.62 -2.82 -4.25
H: 0.60 -1.23 -5.05
H: -1.00 -1.67 -2.90
O: -0.21 3.55 0.88
C: 0.45 2.76 1.80
C: 1.94 2.70 1.43
O: 2.60 4.00 1.47
H: 0.03 4.45 1.05
H: 0.33 3.11 2.80
H: 0.10 1.75 1.86
H: 2.06 2.22 0.45
H: 2.55 2.11 2.12
H: 2.53 4.36 0.55

Here are the Mulliken charges for atoms 1 to 99, given in e:
1 C -0.555
2 C -0.006
3 C -0.710
4 O -0.606
5 H 0.387
6 H 0.279
7 H -0.045
8 H 0.376
9 H 0.093
10 H 0.383
11 H 0.101
12 H 0.395
13 C 0.182
14 C 0.235
15 C -1.357
16 O -0.553
17 H 0.000
18 H 0.444
19 H -0.522
20 H 0.202
21 H 0.359
22 H 0.274
23 H 0.395
24 H 0.353
25 C -1.575
26 C 1.621
27 C -1.340
28 O -0.675
29 H 0.366
30 H 0.318
31 H 0.421
32 H -0.363
33 H 0.195
34 H 0.194
35 H 0.511
36 H 0.310
37 C -0.925
38 C 1.329
39 C -1.656
40 O -0.508
41 H 0.407
42 H 0.393
43 H -0.196
44 H -0.338
45 H 0.408
46 H 0.398
47 H 0.369
48 H 0.277
49 C -1.232
50 C 0.446
51 C -0.136
52 O -0.509
53 H 0.302
54 H 0.187
55 H 0.396
56 H 0.239
57 H 0.489
58 H -0.390
59 H 0.017
60 H 0.244
61 C -1.025
62 C 2.108
63 C -1.401
64 O 0.801
65 H 0.287
66 H 0.051
67 H 0.139
68 H -1.322
69 H 0.807
70 H 0.412
71 H -0.148
72 H -0.574
73 O -0.373
74 C -0.361
75 C -0.515
76 O -0.500
77 H 0.254
78 H 0.340
79 H 0.252
80 H 0.330
81 H 0.323
82 H 0.291
83 O -0.476
84 C 0.442
85 C -0.600
86 O -0.473
87 H 0.298
88 H -0.285
89 H 0.109
90 H 0.360
91 H 0.370
92 H 0.303
93 O -0.465
94 C -0.355
95 C 0.258
96 O -0.578
97 H 0.325
98 H 0.322
99 H 0.103



C28H79N5O13 | ωB97M-V/def2-TZVPD

Summary:
- spin multiplicity = 2
- net charge = +1
- calculated total energy (a.u.) = -2365.4603
- Kohn-Sham gap (spin up / spin down) (eV) = 8.24 / 2.49
- <S²> = 0.758
- HOMO (spin up / spin down) (eV) = -10.58 / -10.58

Element x y z (Å)
C: -23.97 -0.60 -11.71
C: -22.78 -0.78 -12.71
O: -22.20 0.38 -13.22
O: -23.60 0.02 -10.46
H: -24.67 -1.41 -11.49
H: -24.65 0.17 -12.09
H: -23.09 -1.41 -13.55
H: -22.05 -1.39 -12.18
H: -21.69 0.85 -12.55
H: -24.40 -0.03 -9.94
C: -21.30 -0.63 -6.80
C: -20.38 0.37 -7.45
O: -19.88 -0.02 -8.71
O: -20.48 -1.70 -6.41
H: -22.07 -1.00 -7.48
H: -21.86 -0.24 -5.96
H: -19.51 0.61 -6.84
H: -20.86 1.35 -7.46
H: -19.03 -0.46 -8.65
H: -20.48 -2.32 -7.14
C: -22.34 -4.35 -13.62
C: -22.71 -5.59 -12.69
O: -23.34 -5.12 -11.57
O: -21.37 -3.79 -12.77
H: -23.18 -3.67 -13.79
H: -21.96 -4.56 -14.62
H: -21.85 -6.22 -12.50
H: -23.43 -5.99 -13.40
H: -22.81 -4.32 -11.56
H: -20.69 -3.37 -13.30
C: -21.17 -4.47 -9.17
C: -20.22 -4.68 -7.91
O: -19.09 -3.84 -7.85
O: -21.54 -3.14 -9.12
H: -21.92 -5.25 -9.07
H: -20.61 -4.66 -10.08
H: -19.75 -5.66 -7.90
H: -20.79 -4.55 -6.98
H: -18.97 -3.47 -8.73
H: -22.26 -3.02 -9.74
C: -25.39 -6.86 -8.76
C: -25.26 -8.29 -8.21
C: -26.56 -8.68 -7.49
O: -26.53 -7.91 -6.32
C: -27.36 -8.36 -5.23
N: -24.99 -9.10 -9.45
H: -25.63 -6.12 -7.99
H: -26.16 -6.83 -9.53
H: -24.51 -6.46 -9.26
H: -24.39 -8.32 -7.56
H: -26.58 -9.73 -7.22
H: -27.40 -8.53 -8.17
H: -27.46 -7.67 -4.39
H: -26.96 -9.29 -4.81
H: -28.32 -8.73 -5.59
H: -24.13 -8.95 -9.96
H: -25.13 -10.10 -9.34
C: -17.49 -11.41 -4.61
C: -18.85 -10.81 -4.26
C: -19.19 -9.90 -5.33
O: -20.32 -9.14 -5.09
C: -20.55 -8.15 -6.00
N: -19.88 -11.90 -4.07
H: -16.68 -10.68 -4.48
H: -17.40 -12.00 -5.52
H: -17.39 -12.27 -3.94
H: -18.81 -10.30 -3.30
H: -19.12 -10.55 -6.21
H: -18.30 -9.29 -5.26
H: -21.06 -8.55 -6.88
H: -19.70 -7.61 -6.41
H: -21.27 -7.40 -5.66
H: -20.73 -11.36 -3.95
H: -19.79 -12.42 -3.22
C: -20.01 -8.25 -9.96
C: -19.96 -8.37 -11.45
C: -19.19 -7.24 -12.11
O: -19.20 -7.41 -13.57
C: -18.47 -6.36 -14.23
N: -19.48 -9.73 -11.67
H: -20.71 -9.03 -9.67
H: -20.33 -7.22 -9.78
H: -19.09 -8.41 -9.40
H: -21.01 -8.35 -11.76
H: -18.18 -7.30 -11.69
H: -19.41 -6.21 -11.83
H: -19.02 -6.11 -15.14
H: -17.42 -6.63 -14.33
H: -18.56 -5.46 -13.63
H: -18.50 -9.84 -11.44
H: -19.56 -9.99 -12.64
C: -16.43 -1.44 -4.68
C: -16.86 -2.69 -5.38
C: -17.93 -3.52 -4.62
O: -17.39 -4.17 -3.40
C: -16.67 -5.38 -3.57
N: -17.32 -2.12 -6.65
H: -17.24 -0.83 -4.27
H: -15.64 -0.84 -5.13
H: -15.97 -1.91 -3.81
H: -16.01 -3.37 -5.49
H: -18.42 -4.19 -5.32
H: -18.69 -2.81 -4.30
H: -15.68 -5.12 -3.94
H: -17.30 -5.96 -4.24
H: -16.54 -5.93 -2.64
H: -18.11 -1.57 -6.34
H: -17.89 -2.74 -7.22
C: -23.76 -3.85 -5.90
C: -23.75 -5.23 -5.22
C: -22.95 -5.28 -3.94
O: -21.62 -5.32 -4.28
C: -20.76 -4.81 -3.29
N: -25.05 -5.75 -4.99
H: -24.21 -3.90 -6.89
H: -22.73 -3.57 -6.13
H: -24.28 -3.07 -5.35
H: -23.40 -5.98 -5.93
H: -23.08 -6.22 -3.41
H: -23.11 -4.42 -3.28
H: -20.80 -5.47 -2.42
H: -20.90 -3.76 -3.02
H: -19.72 -4.99 -3.54
H: -25.27 -6.36 -5.77
H: -24.86 -6.33 -4.18

Here are the Mulliken charges for atoms 1 to 99, given in e:
1 C -0.613
2 C 0.062
3 O -0.579
4 O -0.499
5 H 0.415
6 H 0.399
7 H 0.243
8 H -0.015
9 H 0.342
10 H 0.290
11 C -0.199
12 C -0.624
13 O -0.546
14 O -0.302
15 H 0.158
16 H 0.402
17 H 0.252
18 H 0.440
19 H 0.301
20 H 0.060
21 C -0.682
22 C 0.090
23 O -0.323
24 O -0.417
25 H 0.188
26 H 0.595
27 H -0.254
28 H 0.469
29 H 0.085
30 H 0.247
31 C -0.223
32 C -0.612
33 O -0.711
34 O -0.135
35 H 0.065
36 H 0.374
37 H 0.483
38 H 0.145
39 H 0.318
40 H 0.059
41 C -1.116
42 C 0.938
43 C -0.766
44 O -0.298
45 C -1.029
46 N -0.663
47 H 0.315
48 H 0.367
49 H 0.034
50 H -0.068
51 H 0.417
52 H 0.332
53 H 0.286
54 H 0.398
55 H 0.375
56 H 0.167
57 H 0.238
58 C -1.478
59 C 0.560
60 C -0.532
61 O -0.393
62 C -0.421
63 N -0.802
64 H 0.391
65 H 0.373
66 H 0.387
67 H 0.309
68 H 0.277
69 H 0.185
70 H 0.371
71 H 0.376
72 H -0.106
73 H 0.256
74 H 0.250
75 C -1.156
76 C 0.504
77 C -0.490
78 O -0.389
79 C -0.694
80 N -0.726
81 H 0.372
82 H 0.034
83 H 0.466
84 H 0.175
85 H 0.623
86 H -0.026
87 H 0.284
88 H 0.290
89 H 0.222
90 H 0.275
91 H 0.256
92 C -1.435
93 C 0.054
94 C -0.250
95 O -0.374
96 C -0.602
97 N -0.192
98 H 0.389
99 H 0.371